No. 1
This record from OMol25 describes a cluster of 2 separate species, C5H10NOS in total. The level of theory is ωB97M-V with the def2-TZVPD basis set.

HOMO-LUMO gap, eV: 3.6
Net charge: -1
E_tot, eV: -19715.765

Atoms and positions in Å:
C1 -1.7999 -2.2484 -0.4220
C2 2.3824 -0.0463 -0.5123
S1 3.1260 1.5497 -0.0982
C3 -1.0201 -1.1400 -0.6295
N1 -1.3780 1.0116 0.8922
C4 -0.8848 -0.2187 0.7051
C5 -0.5005 2.0688 0.5336
O1 -0.4078 -0.7891 -1.6296
H1 -2.0066 -2.9287 -1.2267
H2 -2.2696 -2.3686 0.5453
H3 2.8336 -0.4756 -1.3984
H4 1.3374 0.1710 -0.7164
H5 0.2072 -0.1371 0.8119
H6 2.4446 -0.7666 0.3014
H7 -1.2827 -0.8451 1.5099
H8 -1.0501 2.9972 0.5112
H9 -0.0207 1.9757 -0.4477
H10 0.2897 2.1902 1.2702



No. 2
This record from OMol25 describes a cluster of 2 separate species, C5H10NP in total. The level of theory is ωB97M-V with the def2-TZVPD basis set.

HOMO-LUMO gap (alpha / beta), eV: 7.8 / 7.4
Net charge: 0
E_tot, eV: -16120.061

Atoms and positions in Å:
C1 -1.9815 0.2258 -0.0373
C2 -3.4376 -0.0239 -0.1212
C3 3.8874 -0.3363 -0.9229
C4 3.8163 -1.3230 0.1304
C5 -2.8993 1.2330 0.5625
N1 2.7607 -0.2974 -0.1197
P1 1.4471 0.3968 0.6195
H1 -1.3932 -0.2662 0.6508
H2 -1.4164 0.4629 -0.9848
H3 -3.7676 -0.0212 -1.1495
H4 -3.8263 -0.9090 0.3994
H5 3.8768 -0.5135 -1.9275
H6 -3.0443 1.0849 1.5940
H7 3.4069 -2.3701 0.1772
H8 4.1707 -1.0119 1.1471
H9 -2.9419 2.2449 0.2389
H10 1.3423 1.4240 -0.2569



No. 3
This record from OMol25 describes the ion C5H10NSi2 with charge +1. The level of theory is ωB97M-V with the def2-TZVPD basis set.

HOMO-LUMO gap, eV: 8.9
Net charge: +1
E_tot, eV: -22581.595

Atoms and positions in Å:
C1 2.1883 1.4234 0.5021
C2 2.5332 0.1246 0.3394
C3 0.8756 1.8766 0.2308
C4 1.6106 -0.9509 0.3500
C5 -0.0100 1.0929 -0.2894
N1 0.3589 -0.9007 0.0274
Si1 -1.9334 1.3324 -0.2491
Si2 -0.7237 -2.2791 -0.2900
H1 2.9472 2.0893 0.9111
H2 3.6354 -0.1078 0.4103
H3 0.6985 2.9343 0.1023
H4 1.9284 -1.9971 0.6789
H5 -2.2533 1.4790 1.2250
H6 -2.5183 0.0924 -0.6844
H7 -2.0983 2.7196 -0.8837
H8 -1.2847 -2.3244 1.0462
H9 0.2848 -3.4505 -0.6490
H10 -1.6398 -1.7874 -1.2532



No. 4
This record from OMol25 describes a structure of composition C5H10O. The level of theory is ωB97M-V with the def2-TZVPD basis set.

HOMO-LUMO gap, eV: 10.7
Net charge: 0
E_tot, eV: -7393.437

Atoms and positions in Å:
C1 -0.0725 -0.4291 -1.7613
C2 0.4527 -0.6806 -0.3572
C3 1.4919 0.1823 0.3557
O1 0.9243 -0.2267 1.6192
C4 -0.3433 -0.4613 0.9420
C5 -1.2134 0.7710 1.1102
H1 -0.8540 -1.1468 -2.0434
H2 0.7205 -0.5166 -2.5153
H3 -0.5020 0.5743 -1.8635
H4 0.8524 -1.6887 -0.1876
H5 1.3638 1.2672 0.2207
H6 2.5470 -0.0785 0.2248
H7 -0.8705 -1.3517 1.3089
H8 -1.4127 0.8854 2.1817
H9 -2.1679 0.6907 0.5787
H10 -0.6956 1.6764 0.7736



No. 5
This record from OMol25 describes an isolated molecule of C5H10O. The level of theory is ωB97M-V with the def2-TZVPD basis set.

HOMO-LUMO gap, eV: 8.7
Structure (SMILES): COC=C(C)C
Net charge: 0
E_tot, eV: -7389.793

Atoms and positions in Å:
C1 -2.7078 -0.3465 0.0767
O1 -1.3429 0.5081 -0.1042
C2 -0.2674 -0.3475 -0.0075
C3 1.0870 -0.0115 0.1069
C4 2.1611 -1.0949 -0.0021
C5 1.2763 1.3786 0.0043
H1 -3.3587 0.6996 -0.0610
H2 -2.9867 -1.0880 -0.8032
H3 -2.7796 -0.8700 1.2636
H4 -0.7090 -1.3391 -0.4285
H5 1.3971 -2.0631 -0.2191
H6 2.7474 -0.9453 -0.9491
H7 2.7671 -1.0023 1.0105
H8 0.4631 1.9605 0.1070
H9 1.7432 1.6021 -1.0030
H10 2.1636 1.5117 0.8468



No. 6
This record from OMol25 describes an isolated molecule of C5H10O. The level of theory is ωB97M-V with the def2-TZVPD basis set.

HOMO-LUMO gap, eV: 9.5
Net charge: 0
E_tot, eV: -7391.899

Atoms and positions in Å:
C1 -2.5699 -0.6510 0.8931
O1 -1.3519 0.1051 0.9252
C2 -0.9453 0.5649 -0.2306
C3 0.3809 1.2517 -0.0205
C4 1.4130 0.5374 -0.9097
C5 1.7753 -0.8469 -0.3754
H1 -3.3013 -0.1539 1.5344
H2 -2.3497 -1.6459 1.2870
H3 -2.9221 -0.7059 -0.1389
H4 0.9862 0.4444 -1.9155
H5 0.7111 1.2799 1.0296
H6 0.2590 2.2833 -0.3786
H7 2.3163 1.1519 -0.9957
H8 2.4706 -1.3640 -1.0451
H9 0.8819 -1.4745 -0.2714
H10 2.2461 -0.7765 0.6124



No. 7
This record from OMol25 describes a cluster of 3 separate species, C5H10O in total. The level of theory is ωB97M-V with the def2-TZVPD basis set.

HOMO-LUMO gap, eV: 9.1
Net charge: 0
E_tot, eV: -7390.556

Atoms and positions in Å:
C1 2.2979 0.0841 0.2363
O1 1.2225 -0.8187 0.5099
C2 0.0167 -0.3012 0.3760
C3 -0.5262 0.9253 0.1819
C4 -1.9270 0.3369 0.1677
C5 -1.2469 -1.0666 0.2390
H1 2.2091 0.9982 0.8367
H2 2.2491 0.3044 -0.8337
H3 3.2133 -0.4508 0.4956
H4 0.4691 -0.0022 -1.9574
H5 -0.1620 1.9151 0.4212
H6 0.0194 0.5983 -1.3896
H7 -2.5587 0.4887 -0.7155
H8 -2.4851 0.6009 1.0681
H9 -1.4851 -1.6979 1.0995
H10 -1.2936 -1.6478 -0.6905



No. 8
This record from OMol25 describes a structure of composition C5H10O. The level of theory is ωB97M-V with the def2-TZVPD basis set.

HOMO-LUMO gap, eV: 9.9
Net charge: 0
E_tot, eV: -7389.555

Atoms and positions in Å:
C1 -0.0051 0.5078 -1.6196
C2 0.2183 -0.0160 -0.2288
C3 1.6269 0.0714 0.2381
C4 -0.7661 0.3925 0.7552
C5 -1.3630 -0.6966 1.4571
O1 -0.7773 0.2029 2.2546
H1 -1.0427 0.3887 -1.9556
H2 0.6348 0.0201 -2.3642
H3 0.2269 1.5845 -1.6460
H4 -0.2029 -1.2999 -0.4040
H5 2.2657 -0.5659 -0.3867
H6 1.7833 -0.1836 1.2881
H7 1.9837 1.1046 0.0947
H8 -1.4761 1.1877 0.5292
H9 -2.2807 -1.0395 0.5677
H10 -0.8258 -1.6587 1.4204



ΔE to the lowest compared entry with this formula, charge and spin (kcal/mol)
133.28 111.80 84.84 30.63 114.66 66.10 97.06 120.16